# 1
# C26H24N2O6Pd

A structure of composition C26H24N2O6Pd at a distorted geometry (ωB97M-V/def2-TZVPD, OMol25).

The geometry in XYZ format:
```
59
Properties=species:S:1:pos:R:3:forces:R:3
Pd 0.48953 0.24385 -0.08753 0.344 -0.982 0.499
O -1.14833 0.22286 1.98420 -0.140 0.143 0.105
C -1.53444 -1.12631 1.72304 0.072 0.382 0.278
C -1.95557 -1.26142 0.25090 -0.349 -0.255 -0.116
O -2.82735 -2.01065 -0.13565 0.052 0.017 0.114
O -1.24405 -0.55172 -0.56674 0.188 0.458 -0.510
C -2.52269 -1.56473 2.79659 -0.083 -0.095 0.038
C -2.10304 -1.38880 4.11719 0.104 0.034 -0.075
C -2.92054 -1.72832 5.17578 -0.112 -0.047 0.044
C -4.18482 -2.25706 4.93225 0.046 0.019 0.063
C -4.60812 -2.43474 3.62881 0.009 0.007 -0.071
C -3.78379 -2.09332 2.55824 -0.029 -0.015 0.069
C -0.25508 -1.94708 1.80432 0.120 -0.102 -0.095
C -0.30567 -3.32038 1.55356 -0.024 -0.021 0.001
C 0.84959 -4.07370 1.57925 -0.017 -0.028 -0.004
C 2.08018 -3.47624 1.85606 0.050 0.102 0.028
C 2.13875 -2.11856 2.10480 -0.030 -0.150 -0.063
C 0.97195 -1.34849 2.07333 0.074 0.085 -0.014
H -1.68098 0.84988 1.46460 -0.014 -0.034 0.002
H -1.12248 -0.96689 4.30569 -0.021 -0.007 0.011
H -2.57988 -1.58196 6.19296 0.012 0.003 -0.009
H -4.82987 -2.52562 5.75943 -0.001 0.000 -0.010
H -5.59049 -2.84344 3.42783 0.003 0.001 0.006
H -4.12099 -2.24579 1.54616 0.005 0.006 -0.017
H -1.26253 -3.78084 1.33675 0.019 0.000 -0.006
H 0.79840 -5.13759 1.38483 0.005 0.008 -0.002
H 2.98120 -4.07589 1.87940 -0.006 0.002 0.009
H 3.08303 -1.63902 2.32831 0.003 0.002 -0.004
H 1.02517 -0.30196 2.34670 -0.071 0.023 0.024
O 1.45603 1.50697 -3.02970 0.016 -0.003 0.027
C 0.48350 2.01513 -2.50659 -0.117 0.029 0.048
N -0.00550 1.73591 -1.25304 0.097 -0.036 -0.180
C -1.17458 2.43414 -0.99645 0.022 -0.052 0.179
O -1.84307 2.34525 0.01014 -0.031 0.057 -0.064
C -1.41717 3.31285 -2.17962 -0.026 0.097 -0.062
C -2.40931 4.23578 -2.42733 0.016 -0.013 -0.012
C -2.35662 4.91415 -3.64333 -0.028 0.010 0.013
C -1.34131 4.66795 -4.56171 0.035 -0.018 -0.012
C -0.34163 3.73298 -4.29723 -0.031 0.007 -0.012
C -0.40650 3.06619 -3.09384 -0.062 0.043 0.006
H -3.19519 4.42015 -1.70730 0.006 -0.010 0.007
H -3.12080 5.64393 -3.87737 0.014 0.003 -0.021
H -1.32830 5.20949 -5.49866 -0.016 0.010 0.008
H 0.44966 3.53289 -5.00722 0.004 -0.007 0.003
C 4.10777 -0.03721 -2.93190 -0.032 -0.077 -0.057
N 3.48633 -0.23186 -1.62794 0.051 0.122 -0.044
C 2.76989 -1.48539 -1.45918 -0.054 -0.068 -0.048
C 3.25365 0.78282 -0.80256 0.160 0.053 -0.414
C 3.88882 2.11502 -1.09627 0.027 -0.043 0.297
O 2.53437 0.64690 0.22028 -0.354 0.335 0.021
H 4.59429 -0.96563 -3.22504 0.015 0.013 0.007
H 4.85544 0.74611 -2.89679 0.034 0.015 0.009
H 3.34740 0.22741 -3.66990 0.039 -0.018 0.048
H 3.34628 -2.27979 -1.92885 -0.001 -0.010 0.007
H 1.78699 -1.42812 -1.93734 -0.001 -0.006 -0.012
H 2.64340 -1.71279 -0.40617 0.011 0.003 0.032
H 4.97077 2.02927 -1.19793 -0.017 0.030 -0.005
H 3.65402 2.78549 -0.27480 0.012 -0.011 0.011
H 3.47430 2.51794 -2.01738 0.004 -0.013 -0.077
```
Forces are in eV/Å.

Results
Orbital gap, eV: 7.877
ΔE to the lowest compared entry with this formula, charge and spin, kcal per mole: 0.0
E_tot, eV: -46097.6712
HOMO energy, eV: -8.769
LUMO energy, Eh: -0.0328


# 2
# C35H42Br2LiN4O7PS2

A structure of composition C35H42Br2LiN4O7PS2 at a distorted geometry (ωB97M-V/def2-TZVPD, OMol25).

The geometry in XYZ format:
```
94
Properties=species:S:1:pos:R:3:forces:R:3
Li 1.13752 0.16632 1.45503 -0.079 0.562 0.081
C -0.36387 -0.36783 3.99169 -0.102 0.062 0.010
O -0.42260 0.12700 2.67158 -0.409 0.292 -0.145
C -1.38424 1.02355 2.31320 -0.225 0.201 -0.108
C -2.47328 1.42015 3.06562 0.015 0.008 -0.052
C -3.35605 2.36109 2.50966 0.243 -0.223 0.145
Br -4.84234 2.91828 3.56211 -0.033 -0.001 0.049
C -3.19775 2.88212 1.25281 0.139 -0.142 -0.122
C -2.10894 2.46017 0.46652 0.230 -0.261 -0.148
C -1.19658 1.56006 1.02184 -0.064 0.146 -0.108
O -0.11840 1.08125 0.37790 -1.661 -0.181 0.997
C -2.02651 2.93353 -0.94273 0.155 -0.121 -0.070
N -2.91812 3.77047 -1.43584 0.305 -0.092 -0.049
C -2.53380 3.96571 -2.75173 -0.024 -0.069 0.119
C -3.11526 4.74531 -3.75575 0.010 -0.026 0.072
C -2.50681 4.75316 -4.99240 0.080 -0.031 -0.086
C -1.33625 4.00750 -5.24450 -0.090 0.022 0.066
C -0.74831 3.22409 -4.27222 -0.027 -0.002 -0.126
C -1.38172 3.21783 -3.03154 -0.044 0.063 0.074
N -1.07036 2.56106 -1.86776 -0.833 0.253 0.242
H -1.23742 -0.99228 4.20521 0.029 0.012 0.054
H -0.30665 0.45930 4.70455 -0.010 -0.031 0.059
H 0.54950 -0.95532 4.02147 0.029 -0.051 0.065
H -2.64577 1.02094 4.05390 -0.016 0.016 0.042
H -3.90118 3.58533 0.83113 0.023 -0.017 -0.010
H 0.38782 1.71529 -0.17097 0.678 0.316 -0.595
H -4.01361 5.31439 -3.55803 -0.031 0.042 0.013
H -2.93445 5.34619 -5.79275 0.009 0.010 -0.002
H -0.88241 4.05327 -6.22566 0.007 0.008 -0.035
H 0.15559 2.65159 -4.45047 0.086 -0.019 0.073
H -0.33681 1.85534 -1.82485 0.436 -0.096 0.236
C -3.56475 -1.01280 -0.11374 0.089 0.046 0.131
C -3.03970 -2.36131 0.39322 -0.026 0.084 -0.086
C -3.87750 -3.47738 -0.23197 0.034 0.015 0.072
P -1.16888 -2.40018 0.26186 -0.144 -0.039 0.061
C -0.69789 -3.62889 1.58538 0.028 0.011 0.001
C -1.60471 -4.82029 1.89107 0.105 -0.008 -0.014
C 0.74976 -4.06857 1.36042 0.042 0.094 -0.034
C -0.70803 -3.19643 -1.35374 -0.037 0.025 -0.060
C -1.08158 -2.22884 -2.48326 0.098 -0.070 0.063
C -1.11835 -4.62486 -1.71380 0.120 0.036 0.040
H -4.62924 -0.90505 0.10528 -0.092 -0.014 0.005
H -3.43858 -0.92658 -1.19226 0.030 0.027 -0.093
H -3.04024 -0.17530 0.34763 -0.026 -0.046 -0.021
H -3.19521 -2.37524 1.48035 0.026 -0.030 0.011
H -3.88908 -3.37622 -1.31714 0.019 -0.011 -0.067
H -4.91332 -3.39989 0.11001 -0.069 0.020 -0.002
H -3.52014 -4.47347 0.01042 0.049 -0.080 0.026
H -0.69289 -2.99192 2.47937 -0.005 -0.003 0.012
H -1.69165 -5.50207 1.04590 0.005 -0.026 -0.058
H -2.60790 -4.51706 2.18468 -0.110 0.049 -0.009
H -1.17822 -5.38861 2.72299 0.003 -0.029 0.032
H 0.84569 -4.68790 0.46803 -0.008 -0.075 -0.035
H 1.09918 -4.65458 2.21320 0.027 -0.033 0.040
H 1.41294 -3.20600 1.25505 -0.047 -0.032 0.021
H 0.38624 -3.19068 -1.28611 -0.015 0.038 -0.013
H -2.15350 -2.25575 -2.68241 -0.120 0.008 -0.020
H -0.56222 -2.50242 -3.40358 -0.011 -0.026 -0.029
H -0.80054 -1.20382 -2.24218 0.054 0.084 0.012
H -2.18424 -4.71771 -1.90499 -0.102 0.005 -0.001
H -0.84287 -5.34093 -0.94198 -0.004 -0.038 0.061
H -0.59386 -4.91993 -2.62669 0.005 -0.013 -0.047
O 2.04735 1.31165 -4.10619 -0.148 -0.035 -0.231
S 2.81262 1.80302 -2.96244 -0.060 -0.105 0.722
O 2.68049 3.24087 -2.75960 0.014 0.128 -0.157
O 4.17370 1.30136 -2.90074 0.036 0.037 -0.136
S 1.82915 0.96087 -1.26876 0.556 1.206 -1.040
Br 6.06458 -2.73648 0.57712 0.002 -0.006 -0.063
C 4.58585 -2.23289 -0.56091 0.579 0.030 0.204
C 4.70289 -2.69932 -1.85292 -0.249 0.197 -0.071
C 3.62287 -2.45552 -2.70283 0.358 -0.139 -0.348
C 2.49577 -1.82348 -2.27248 -0.341 0.511 0.185
C 2.38781 -1.28672 -0.95657 1.028 -2.825 0.515
C 3.48531 -1.56008 -0.05846 -0.422 0.091 -0.313
C 3.36277 -1.15005 1.38992 -0.392 -0.128 0.281
O 4.34730 -0.82254 2.04204 0.517 0.133 0.052
O 2.16653 -1.13844 1.87134 0.116 -0.459 -0.174
H 5.58922 -3.21613 -2.18268 0.041 -0.034 -0.008
H 3.67745 -2.78797 -3.73358 -0.001 -0.026 -0.031
H 1.69437 -1.61968 -2.97000 -0.084 -0.096 -0.020
H 1.43211 -1.43154 -0.47290 -0.328 0.998 -0.020
N 4.31866 5.23028 3.75600 0.090 0.046 0.115
C 3.51222 4.20080 3.28717 0.054 0.021 0.005
C 4.02135 3.20679 2.46256 0.047 -0.009 -0.034
C 3.19125 2.19123 2.03259 -0.007 0.160 -0.033
N 1.90200 2.10294 2.36816 0.073 -0.254 0.028
C 1.43373 3.04316 3.17866 -0.184 0.124 0.053
C 2.17609 4.10330 3.66361 -0.054 -0.027 -0.012
H 5.14776 5.40583 3.21066 -0.080 0.035 0.003
H 3.83600 6.06859 4.03786 0.039 -0.036 -0.088
H 5.05199 3.22328 2.13602 0.049 -0.003 -0.006
H 3.57350 1.42657 1.38175 0.126 -0.159 -0.161
H 0.38662 2.96062 3.45039 -0.090 0.003 0.020
H 1.72098 4.84549 4.30719 -0.027 0.006 0.024
```
Forces are in eV/Å.

Results
Orbital gap, eV: 4.428
ΔE to the lowest compared entry with this formula, charge and spin, kcal per mole: 34.6
E_tot, eV: -228523.4924
Charge: -2
HOMO energy, eV: -1.008
LUMO energy, Eh: 0.1257


Q: Which of these has the lowest LUMO energy?
A: C26H24N2O6Pd


Q: Which value of E_tot does entry 2 give?
A: -228523.4924 eV